Entry 1:
# C30H37InN3PTe

A molecular structure, C30H37InN3PTe (ωB97M-V with the def2-TZVPD basis set, the Open Molecules 2025 dataset).

ORCA input file:
```
! wB97M-V def2-TZVPD RIJCOSX def2/J DEFGRID3
* xyz 2 1
In 0.8094 0.6137 -0.4888
C 3.9820 1.2441 -0.1806
C 3.5139 0.5226 1.0856
N 2.4949 -0.4903 0.7811
C 3.0434 -1.6772 0.0889
C 2.2428 -2.0736 -1.1491
N 1.9055 -0.8967 -1.9661
C 3.0655 -0.2854 -2.6470
C 3.0767 1.2284 -2.4859
N 2.8627 1.6185 -1.0754
H 4.5504 2.1332 0.1047
H 4.6724 0.6170 -0.7419
H 4.3832 0.0834 1.5874
H 3.0640 1.2342 1.7843
H 2.0410 -0.7707 1.6436
H 4.0784 -1.4613 -0.1783
H 3.0799 -2.5272 0.7725
H 2.8190 -2.8075 -1.7223
H 1.3056 -2.5508 -0.8544
H 1.2098 -1.1555 -2.6581
H 3.9777 -0.7263 -2.2434
H 3.0618 -0.5283 -3.7124
H 4.0191 1.6343 -2.8693
H 2.2640 1.6704 -3.0686
H 2.7422 2.6266 -1.0515
C -1.7174 -5.5827 -0.0303
C -1.8278 -5.0139 1.2275
C -1.6200 -3.6532 1.4021
C -1.2906 -2.8577 0.3100
C -1.1868 -3.4361 -0.9577
C -1.4022 -4.7909 -1.1281
P -1.0539 -1.0697 0.4341
C -1.2881 -0.5843 2.1616
C -0.4106 -1.0821 3.1263
C -0.4876 -0.6414 4.4356
C -1.4444 0.3013 4.7969
C -2.3234 0.7920 3.8468
C -2.2444 0.3579 2.5296
C -2.3902 -0.3234 -0.5233
C -3.6595 -0.8318 -0.3893
C -4.7382 -0.2984 -1.1130
C -4.5189 0.7366 -1.9759
C -3.2226 1.2778 -2.1598
C -3.0216 2.3346 -3.0806
C -1.7799 2.8557 -3.2842
C -0.6880 2.3354 -2.5589
C -0.8255 1.3160 -1.6524
C -2.1235 0.7578 -1.4318
H -1.8856 -6.6412 -0.1603
H -2.0867 -5.6269 2.0790
H -1.7270 -3.2203 2.3876
H -0.9799 -2.8174 -1.8250
H -1.3347 -5.2295 -2.1131
H 0.3095 -1.8543 2.8691
H 0.1813 -1.0483 5.1820
H -1.5109 0.6364 5.8210
H -3.0796 1.5123 4.1281
H -2.9473 0.7350 1.7963
H -3.8382 -1.6643 0.2820
H -5.7268 -0.7125 -0.9856
H -5.3374 1.1564 -2.5434
H -3.8754 2.7156 -3.6240
H -1.6292 3.6556 -3.9927
H 0.2872 2.7799 -2.7438
C -0.7648 3.9552 0.5989
Te 0.4353 2.6442 1.7639
C 2.1452 3.9186 1.7599
H -0.2842 4.1521 -0.3552
H -0.8991 4.8694 1.1677
H -1.7221 3.4700 0.4310
H 1.8308 4.8686 2.1818
H 2.5279 4.0803 0.7564
H 2.9117 3.4902 2.3979
*
```

Calculated values
Largest force on an atom   0.0091 Eh/bohr
HOMO level   -13.3 eV
HOMO-LUMO gap   0.309 hartree
Relative energy (zero: lowest compared OMol25 entry of this formula, charge and spin)   4.5 kcal/mol
LUMO level   -4.867 eV

Entry 2:
# C30H37N4O

A gas-phase ion, C30H37N4O (charge +1) (ωB97M-V with the def2-TZVPD basis set, the Open Molecules 2025 dataset).

ORCA input file:
```
! wB97M-V def2-TZVPD RIJCOSX def2/J DEFGRID3
* xyz 1 1
C 1.1191 2.5831 1.6045
C -0.0345 1.9805 2.3528
C -1.3327 1.8910 1.8150
N -1.5419 2.0313 0.4037
C -0.8659 1.1825 -0.6305
N -1.1832 1.9215 -1.8318
C -0.9193 1.4568 -3.1746
C -1.7129 3.1317 -1.5382
C -1.9343 3.2056 -0.1903
C -2.4400 1.8772 2.6833
C -3.8239 2.1298 2.1809
C -2.2158 1.6922 4.0540
C -0.9246 1.5740 4.5751
C -0.7197 1.4773 6.0589
C 0.1566 1.6216 3.6907
H 1.8817 2.8891 2.3425
H 1.6083 1.8667 0.9315
H 0.8338 3.4775 1.0241
H -0.1700 0.6629 -3.1512
H -1.8433 1.0957 -3.6513
H -0.5204 2.2861 -3.7721
H -1.9713 3.8561 -2.2980
H -2.3370 4.0297 0.3782
H -4.5257 1.9559 3.0027
H -3.9639 3.1684 1.8447
H -4.0986 1.4631 1.3568
H -3.0709 1.6755 4.7368
H 0.3469 1.4351 6.2935
H -1.1371 2.3580 6.5644
H -1.2197 0.5978 6.4826
H 1.1728 1.4879 4.0682
C 0.5586 -2.2332 -3.4375
N 1.8265 -2.3079 -2.7361
C 2.0936 -1.8571 -1.4875
C 1.2168 -0.8736 -0.8387
C -0.1835 -1.1921 -0.6660
C -1.1879 -0.2383 -0.7325
C -2.5599 -0.6185 -1.1090
C -3.5842 0.3521 -1.1036
C -4.8258 0.1323 -1.6926
C -5.0945 -1.1065 -2.2842
C -4.1199 -2.1108 -2.2460
C -2.8879 -1.9011 -1.6131
O 1.7328 0.2515 -0.5290
N 3.4038 -2.1378 -1.2354
C 4.1200 -1.9162 0.0544
C 5.3958 -2.7339 0.0630
C 3.2004 -2.3381 1.1957
C 4.4878 -0.4475 0.2102
C 3.9467 -2.7417 -2.3460
C 2.9654 -2.8734 -3.2664
H 0.7362 -2.5669 -4.4644
H -0.1991 -2.8819 -2.9763
H 0.1781 -1.2053 -3.4795
H -0.4106 -2.2570 -0.5309
H 0.2082 1.2783 -0.4384
H -3.3864 1.3171 -0.6535
H -5.5572 0.9415 -1.6862
H -6.0526 -1.2744 -2.7801
H -4.3301 -3.0718 -2.7199
H -2.1705 -2.7231 -1.5423
H 6.1092 -2.3737 -0.6867
H 5.8753 -2.6218 1.0427
H 5.1982 -3.8002 -0.0930
H 2.3078 -1.7047 1.2507
H 2.8958 -3.3864 1.0821
H 3.7590 -2.2294 2.1349
H 3.5926 0.1768 0.2315
H 5.0300 -0.3174 1.1573
H 5.1363 -0.1161 -0.6088
H 4.9758 -3.0563 -2.3921
H 2.9870 -3.2970 -4.2533
*
```

Calculated values
SMILES string   Cc1cc(C)c(N2C=CN(C)[C@@H]2/C(=C\C(=O)c2n(C)cc[n+]2C(C)(C)C)c2ccccc2)c(C)c1
Largest force on an atom   0.0854 Eh/bohr
HOMO level   -8.4 eV
HOMO-LUMO gap   0.157 hartree
Relative energy (zero: lowest compared OMol25 entry of this formula, charge and spin)   49.2 kcal/mol
LUMO level   -4.165 eV

Entry 3:
# C30H38BMgN6PS2

A molecular structure, C30H38BMgN6PS2 (ωB97M-V with the def2-TZVPD basis set, the Open Molecules 2025 dataset).

ORCA input file:
```
! wB97M-V def2-TZVPD RIJCOSX def2/J DEFGRID3
* xyz 0 1
Mg 0.0999 -0.2302 0.0829
C -1.3716 2.5001 1.7693
C -1.8553 3.2393 0.5315
C -3.3823 3.3847 0.5599
C -1.4533 2.5843 -0.7540
C -1.7113 3.1230 -2.0223
C -1.1821 2.2140 -2.9050
N -0.6473 1.2107 -2.2021
N -0.8117 1.4253 -0.8914
B 0.0760 0.0172 -2.8089
N -0.6550 -1.2532 -2.4229
C -1.2252 -2.1021 -3.2804
C -1.8859 -3.0653 -2.5558
C -1.6719 -2.7156 -1.2172
N -0.9183 -1.6176 -1.1658
C -2.2619 -3.4009 -0.0273
C -2.0440 -2.6105 1.2512
C -3.7603 -3.6096 -0.2634
N 1.5013 -0.0204 -2.3034
C 2.5924 0.0284 -3.0737
C 3.6909 0.1289 -2.2569
C 3.1736 0.1411 -0.9555
N 1.8478 0.0384 -1.0124
C 4.0004 0.2487 0.2849
C 3.1977 0.6957 1.4988
C 4.6676 -1.1087 0.5429
H -1.6276 3.0669 2.6620
H -1.8427 1.5198 1.8408
H -0.2914 2.3596 1.7482
H -1.4165 4.2465 0.5291
H -3.8472 2.4011 0.5843
H -3.6923 3.9380 1.4430
H -3.7395 3.9124 -0.3206
H -2.2038 4.0429 -2.2614
H -1.1537 2.2181 -3.9752
H 0.0735 0.1170 -3.9941
H -1.1410 -1.9587 -4.3384
H -2.4350 -3.8950 -2.9484
H -1.7839 -4.3824 0.0828
H -2.4095 -1.5856 1.1528
H -2.5766 -3.0806 2.0731
H -0.9837 -2.5907 1.4960
H -4.2514 -2.6446 -0.3617
H -3.9485 -4.1826 -1.1658
H -4.2031 -4.1373 0.5775
H 2.5277 0.0017 -4.1406
H 4.7185 0.1844 -2.5496
H 4.7847 0.9933 0.0845
H 2.5201 -0.1004 1.8012
H 3.8658 0.9017 2.3347
H 2.6111 1.5905 1.2818
H 3.9126 -1.8544 0.7849
H 5.2110 -1.4451 -0.3379
H 5.3551 -1.0432 1.3826
S 2.5842 -2.6235 3.1624
P 0.8759 -1.8654 3.7483
S 0.0138 -0.3524 2.6787
C 0.9512 -1.2801 5.4908
C 1.5067 -2.1550 6.4178
C 1.5625 -1.8083 7.7550
C 1.0647 -0.5848 8.1745
C 0.5212 0.2884 7.2486
C 0.4673 -0.0515 5.9082
C -0.4009 -3.1704 3.9586
C -1.5785 -2.8926 4.6408
C -2.5148 -3.8952 4.8187
C -2.2869 -5.1645 4.3112
C -1.1227 -5.4312 3.6096
C -0.1767 -4.4358 3.4382
H 1.9052 -3.1028 6.0805
H 1.9925 -2.4906 8.4755
H 1.1089 -0.3099 9.2210
H 0.1332 1.2417 7.5762
H 0.0526 0.6294 5.1814
H -1.7599 -1.8954 5.0217
H -3.4280 -3.6938 5.3577
H -3.0198 -5.9462 4.4587
H -0.9507 -6.4187 3.2053
H 0.7492 -4.6238 2.9060
*
```

Calculated values
Largest force on an atom   0.0236 Eh/bohr
HOMO level   -7.9 eV
HOMO-LUMO gap   0.309 hartree
LUMO level   0.546 eV

Look up the HOMO level of the second one.
-8.4 eV